(1)
DFT (ωB97M-V with the def2-TZVPD basis set) results for the ion C8H20N3 with charge +1 in a non-equilibrium geometry.

Calculated values
HOMO energy in eV: -13.333
Kohn-Sham gap in eV: 10.99
F_max in hartree/bohr: 0.0744
Net charge: +1
Structure (SMILES): CC(C)[N@+]1(C)NCCCN1C

The geometry in XYZ format:
```
31
Properties=species:S:1:pos:R:3:lowdin_charge:R:1
C 0.394 -2.575 -0.702 -0.157
C 1.468 -1.786 -0.027 -0.205
C -0.953 -1.975 -0.278 -0.144
C 0.160 1.705 -1.607 -0.008
C 1.159 2.385 0.562 -0.045
C -2.335 0.130 -0.220 -0.024
C -0.005 -0.014 1.904 0.090
C 0.024 1.637 -0.055 -0.339
N 1.319 -0.332 -0.073 0.001
N -1.028 -0.484 -0.408 -0.186
N 0.043 0.169 0.283 -0.226
H 0.418 -2.373 -1.817 0.143
H 0.634 -3.585 -0.382 0.125
H 1.343 -2.079 1.111 0.141
H 2.624 -1.927 -0.274 0.179
H -1.676 -2.237 -1.028 0.111
H -1.425 -2.262 0.743 0.151
H -0.177 2.714 -1.851 0.104
H 1.130 1.605 -1.982 0.062
H -0.508 0.896 -2.005 0.097
H 0.971 3.385 0.328 0.078
H 2.215 2.087 0.300 0.120
H 1.130 2.307 1.659 0.086
H -2.380 1.050 -0.826 0.100
H -3.065 -0.703 -0.424 0.124
H -2.422 0.322 0.867 0.095
H 1.022 0.230 2.270 0.115
H -0.670 0.802 2.180 0.092
H -0.204 -1.005 2.254 0.076
H -0.849 1.923 0.474 0.121
H 1.640 -0.010 -0.978 0.122
```

(2)
DFT (ωB97M-V with the def2-TZVPD basis set) results for the ion C2H2N3O2 with charge -1 in a non-equilibrium geometry.

Calculated values
HOMO energy in eV: -4.060
Kohn-Sham gap in eV: 8.36
F_max in hartree/bohr: 0.0558
Net charge: -1
Structure (SMILES): NN=C=NC(=O)[O-]

The geometry in XYZ format:
```
9
Properties=species:S:1:pos:R:3:lowdin_charge:R:1
C -0.961 -0.518 0.089 -0.444
C -0.113 1.251 1.056 -0.698
N -1.265 -0.140 1.198 0.120
N 0.666 -0.790 -1.440 -0.074
N -0.737 -0.642 -1.120 -0.083
O -0.719 2.255 0.920 0.069
O 0.921 0.697 1.307 0.011
H 0.995 -1.795 -1.326 0.061
H 1.213 -0.318 -0.685 0.038
```

(3)
DFT (ωB97M-V with the def2-TZVPD basis set) results for an isolated molecule of C4H8O2 in a non-equilibrium geometry.

Calculated values
HOMO energy in eV: -8.836
Kohn-Sham gap in eV: 9.81
F_max in hartree/bohr: 0.0558
Net charge: 0
Structure (SMILES): C/C=C(/C)OO

The geometry in XYZ format:
```
14
Properties=species:S:1:pos:R:3:lowdin_charge:R:1
C 0.547 -0.974 -0.202 -0.120
C -0.181 0.126 -0.268 -0.260
C 1.162 -1.541 1.030 -0.090
C -0.832 0.730 -1.461 -0.044
O -0.562 2.248 0.830 -0.044
O -0.462 0.854 1.031 -0.122
H 0.698 -1.516 -1.121 0.107
H 2.099 -2.042 0.788 0.071
H 1.342 -0.755 1.758 0.073
H 0.495 -2.276 1.481 0.078
H -1.914 0.592 -1.410 0.089
H -0.454 0.266 -2.366 0.082
H -0.633 1.802 -1.492 0.076
H -1.305 2.487 1.402 0.105
```

(4)
DFT (ωB97M-V with the def2-TZVPD basis set) results for an isolated molecule of C5H6O in a non-equilibrium geometry.

Calculated values
HOMO energy (spin up / spin down) in eV: -8.348 / -7.542
Kohn-Sham gap (spin up / spin down) in eV: 8.17 / 7.88
F_max in hartree/bohr: 0.1080
Net charge: 0

The geometry in XYZ format:
```
12
Properties=species:S:1:pos:R:3:lowdin_charge:R:1
C 2.135 1.484 -1.222 0.133
C 1.435 0.958 -0.373 -0.159
C -0.667 -0.545 -0.181 -0.173
C -1.687 -1.558 0.329 0.031
C 0.416 0.486 0.348 -0.261
O 0.382 0.783 1.757 0.013
H 2.965 1.511 -1.933 0.043
H -0.182 -0.936 -1.066 0.096
H -1.462 0.232 -0.508 0.143
H -2.134 -1.707 1.293 0.032
H -2.480 -1.803 -0.325 0.022
H 1.279 1.095 1.881 0.081
```

Relative energy (zero: lowest compared OMol25 entry of this formula, charge and spin) (computed, kJ/mol): 421.6; 148.4; 400.9; 583.4